The following is a quantum chemistry calculation of a 7-piece molecular cluster, C24H67N6O7 overall, from the Open Molecules 2025 dataset.

- net charge = -1
- HOMO (eV) = -5.307
- energy relative to the best compared isomer or geometry (same formula, charge and spin) (eV) = 11.2726
- frontier orbital gap (eV) = 7.959

Each line ends with the Löwdin charge.
Geometry (Å):
O: 41.0470 31.9650 26.9330  -0.408
H: 40.1490 31.8240 26.9930  -0.081
C: 41.3030 31.8720 32.1410  -0.113
C: 40.8110 31.1640 30.9390  -0.448
C: 39.3110 30.9360 30.9760  -0.205
O: 39.1160 30.0430 32.0500  -0.205
C: 37.7210 29.9270 32.3940  -0.094
N: 40.8430 32.2320 29.9020  0.035
H: 41.2900 31.0250 32.9890  0.115
H: 40.5950 32.6100 32.6400  0.094
H: 42.2700 32.3640 32.2460  0.071
H: 41.6240 30.4120 30.8540  0.127
H: 38.8730 30.3950 30.0050  0.175
H: 38.9330 31.8990 31.3340  0.121
H: 37.0990 29.6730 31.7080  0.010
H: 37.5260 30.7590 33.0010  0.069
H: 37.3020 29.1830 33.1550  0.108
H: 40.7170 31.9960 28.8590  0.070
H: 41.6170 32.8030 30.0130  0.009
C: 40.7910 36.9830 27.5830  -0.015
C: 41.4180 35.5290 27.6680  -0.464
C: 42.3430 35.4030 28.7840  -0.156
O: 43.5480 36.1770 28.3890  -0.213
C: 44.4670 36.0730 29.4390  -0.114
N: 40.4300 34.5340 27.5720  0.065
H: 40.3100 37.2030 28.6030  0.113
H: 40.3580 36.9200 26.5570  0.096
H: 41.5100 37.6130 27.4420  -0.020
H: 42.0560 35.3900 26.7310  0.121
H: 42.6760 34.3100 28.7390  0.152
H: 42.0010 35.7690 29.6510  0.082
H: 43.8960 36.7620 30.2110  0.125
H: 45.3010 36.5520 28.8370  0.115
H: 44.7580 35.3010 29.9090  0.001
H: 39.8970 34.5710 26.7620  0.011
H: 40.8520 33.6810 27.4720  -0.035
C: 44.6810 28.9690 28.7430  -0.034
C: 43.5720 29.5600 27.8370  -0.363
C: 42.3370 28.8210 27.9490  -0.233
O: 42.5060 27.4400 27.5470  -0.172
C: 41.2860 26.7190 27.7080  -0.126
N: 43.3960 30.9680 28.3950  0.094
H: 44.3040 28.6390 29.7230  0.096
H: 45.5440 29.7010 28.8620  0.105
H: 45.1190 28.2420 28.3770  -0.038
H: 43.8000 29.6180 26.7760  0.129
H: 41.6820 29.3220 27.2130  0.117
H: 41.7030 28.8440 28.7840  0.095
H: 40.4910 26.7860 27.1140  0.011
H: 41.0230 26.8220 28.8890  0.146
H: 41.3030 25.7320 27.1920  0.092
H: 42.9890 30.8390 29.2400  -0.011
H: 42.6570 31.2640 27.7990  -0.004
C: 37.7080 33.4890 25.1070  -0.114
C: 38.7750 32.8810 24.3200  -0.442
C: 38.4510 33.1280 22.8470  -0.218
O: 37.3790 32.3570 22.3430  -0.169
C: 37.5630 31.9030 20.9750  -0.088
N: 40.0030 33.5980 24.7690  0.051
H: 37.9860 33.2470 26.1840  0.097
H: 36.6650 33.2990 24.8990  0.062
H: 37.3980 34.5850 25.0840  0.102
H: 38.8770 31.8620 24.6070  0.096
H: 39.4710 33.0650 22.3790  0.137
H: 38.1920 34.1560 22.8130  0.105
H: 37.9550 32.7870 20.2390  0.131
H: 36.6960 31.6760 20.5220  0.024
H: 38.3180 31.1370 20.9100  0.060
H: 40.7780 33.3440 24.3010  -0.018
H: 40.2130 33.2600 25.8120  0.067
C: 45.1820 32.0010 25.2670  -0.044
C: 44.5230 33.1400 25.9360  -0.427
C: 45.2350 34.4580 25.8880  -0.181
O: 46.5630 34.2900 26.5330  -0.162
C: 47.5250 35.3590 26.3120  -0.076
N: 43.1370 33.2670 25.4180  0.052
H: 44.8040 31.0690 25.3710  0.040
H: 46.1000 31.8290 25.6110  0.051
H: 45.4570 32.0330 24.3810  0.008
H: 44.4860 32.9090 27.0760  0.144
H: 44.5970 35.3260 26.1310  0.111
H: 45.2580 34.7460 24.8480  0.109
H: 47.6270 36.1290 26.8160  -0.025
H: 47.6030 35.6630 25.1670  0.134
H: 48.3520 34.7900 26.6180  0.069
H: 42.7910 34.2560 25.7540  0.077
H: 42.5510 32.5850 25.9840  0.035
C: 39.6590 29.3120 23.3860  -0.103
C: 41.0630 29.2920 23.6650  -0.412
C: 42.0660 29.0300 22.4330  -0.182
O: 41.7480 27.6830 22.0630  -0.195
C: 42.6610 27.2400 21.0340  -0.111
N: 41.5540 30.6120 24.2680  -0.011
H: 39.2800 28.3040 23.2380  0.067
H: 39.2430 29.9830 22.6230  0.063
H: 39.0330 29.6090 24.4080  0.137
H: 41.5160 28.5210 24.6090  0.193
H: 43.0330 29.2860 22.7760  0.098
H: 41.8480 29.5900 21.5740  0.098
H: 42.5160 26.2150 20.8810  0.057
H: 43.7380 27.3360 21.2900  0.086
H: 42.6130 27.8810 20.1290  0.088
H: 41.2390 30.9250 25.3290  0.089
H: 42.5470 30.6220 24.4990  0.020


The following is a quantum chemistry calculation of C48H38N4O2Rh as an isolated structure, from the Open Molecules 2025 dataset.

- net charge = +1
- HOMO (alpha / beta) (eV) = -8.674 / -10.305
- frontier orbital gap (alpha / beta) (eV) = 5.103 / 4.879
- multiplicity = 5
- expectation value of S² = 6.196

Each line ends with the Löwdin spin population.
Geometry (Å):
Rh: 0.0806 0.0429 -0.1085  1.355
C: 3.9990 -5.0168 -4.6974  0.000
C: 4.3146 -3.7130 -4.4369  0.001
C: 3.6500 -2.8780 -3.5890  0.006
C: 2.3884 -3.2713 -3.1090  0.022
C: 1.9392 -4.5634 -3.3691  0.008
C: 2.7681 -5.3528 -4.2193  0.001
C: 1.5397 -2.5125 -2.2311  0.162
C: 0.9506 -1.2448 -2.7598  0.020
C: 0.7343 -0.9986 -4.2650  -0.071
C: 0.0211 0.2216 -4.3122  0.022
C: -0.3055 0.6686 -3.0698  -0.026
C: -0.7716 1.9395 -2.7768  0.256
C: -1.0646 2.8801 -3.8999  0.028
C: 0.0966 3.3618 -4.4625  0.013
C: -0.0230 4.3335 -5.4405  0.002
C: -1.2670 4.7448 -5.9135  0.001
C: -2.3752 4.0615 -5.5085  0.001
C: -2.2863 3.1035 -4.4493  0.008
C: -0.9019 2.4883 -1.3893  0.030
N: -0.6757 1.7466 -0.2785  0.187
C: -1.0043 2.7427 0.7227  0.061
C: -0.7734 2.5727 2.1349  0.323
C: -0.7749 3.7787 3.0494  0.034
C: 0.4208 4.1997 3.5716  0.012
C: 0.6162 5.1820 4.4591  0.001
C: -0.5682 5.8246 4.8403  0.004
C: -1.7862 5.4508 4.4359  0.000
C: -1.9044 4.3583 3.5603  0.013
C: -0.3250 1.3449 2.7506  0.030
C: -0.2210 1.0619 4.1945  0.002
C: 0.3538 -0.1236 4.3456  -0.016
C: 0.3753 -0.7428 2.8686  0.029
N: 0.0292 0.2731 2.0054  0.167
C: 1.1775 -1.7558 2.6092  0.127
C: 1.6332 -2.2506 1.3756  0.106
C: 2.4056 -3.3213 1.1295  0.039
C: 2.3607 -3.5833 -0.1918  0.109
C: 1.7114 -2.5128 -0.8021  0.044
N: 1.2202 -1.7233 0.2490  0.045
C: 1.9170 -2.5899 3.6541  0.013
C: 3.0431 -2.1323 4.3093  0.004
C: 3.6449 -2.7256 5.3720  0.001
C: 3.1218 -3.9802 5.7393  0.001
C: 2.0610 -4.5882 5.1646  0.001
C: 1.4879 -3.8890 4.0920  0.004
C: -1.3982 3.9506 0.1946  0.277
C: -1.2749 3.9180 -1.3433  0.346
N: 0.3237 -0.0892 -2.0911  0.110
H: 4.7587 -5.6218 -5.2242  0.000
H: 5.2968 -3.3581 -4.8269  0.000
H: 4.0270 -1.9331 -3.3082  0.000
H: 1.0094 -4.8745 -2.9230  0.001
H: 2.4269 -6.3552 -4.2484  0.000
H: 1.1259 -1.6598 -4.9965  -0.005
H: -0.4832 0.5203 -5.1669  0.003
H: 1.0266 3.0334 -4.0796  0.001
H: 0.9044 4.9315 -5.7276  0.000
H: -1.3203 5.6191 -6.6225  0.000
H: -3.3343 4.3418 -5.9835  0.000
H: -3.2462 2.6617 -4.1752  0.000
H: 1.3696 3.7582 3.2772  0.001
H: 1.5475 5.6609 4.6779  0.000
H: -0.4055 6.7134 5.5380  0.000
H: -2.7049 5.8440 4.7365  0.000
H: -2.8451 4.0544 3.2737  0.000
H: -0.4541 1.6526 5.0493  0.000
H: 0.7040 -0.6757 5.2592  -0.001
H: 2.9235 -3.7885 2.0414  0.000
H: 2.6198 -4.4947 -0.7570  0.004
H: 3.4325 -1.1988 4.0334  0.000
H: 4.5968 -2.2261 5.7877  0.000
H: 3.7062 -4.4756 6.4600  0.000
H: 1.7416 -5.5135 5.5735  0.000
H: 0.4751 -4.2745 3.8860  0.000
H: -1.8222 4.8604 0.6086  0.011
H: -1.8111 4.5688 -2.0412  0.017
C: -4.3730 1.2725 -0.3368  0.000
O: -3.4186 0.2364 -0.4670  0.004
C: -4.1096 -1.0483 -0.4867  0.000
C: -2.9634 -2.0927 -0.6636  0.002
O: -1.9193 -2.0339 0.3449  0.039
C: -2.3932 -2.4157 1.6625  0.002
H: -4.9442 1.2933 -1.2498  0.000
H: -3.8645 2.1916 -0.0927  0.001
H: -5.1596 1.0997 0.4542  0.000
H: -4.6764 -1.0618 -1.4198  0.000
H: -4.7716 -1.1602 0.3545  0.000
H: -2.4009 -2.0182 -1.5905  0.001
H: -3.4417 -3.0873 -0.7048  0.000
H: -2.5360 -3.5242 1.6162  0.001
H: -3.3679 -1.9951 1.9996  0.000
H: -1.6096 -2.1184 2.3445  0.001


The following is a quantum chemistry calculation of C4H3NO2 as an isolated structure, from the Open Molecules 2025 dataset.

- HOMO (eV) = -9.946
- energy relative to the best compared isomer or geometry (same formula, charge and spin) (eV) = 3.9062
- frontier orbital gap (eV) = 10.651

Each line ends with the natural charge from an NBO analysis.
Geometry (Å):
C: 1.8800 0.2204 0.1526  0.453
C: 0.2847 -0.1004 0.0774  -0.096
C: -0.5025 0.8743 -0.1091  0.083
C: -1.5383 -1.0186 -0.0384  0.318
H: 1.8360 1.1045 0.5885  0.115
H: -0.4645 2.1945 -0.3075  0.237
H: -2.1158 -1.7920 0.0078  0.188
N: -0.2566 -1.2747 0.0254  -0.416
O: 2.6622 -0.5650 -0.2697  -0.463
O: -1.7852 0.3571 -0.1271  -0.419


The following is a quantum chemistry calculation of a 2-piece molecular cluster, C5H17N2O overall, from the Open Molecules 2025 dataset.

- net charge = +1
- HOMO (eV) = -12.282
- energy relative to the best compared isomer or geometry (same formula, charge and spin) (eV) = 0.8147
- frontier orbital gap (eV) = 9.365

Each line ends with the natural charge from an NBO analysis.
Geometry (Å):
C: 0.5220 -1.1816 0.1195  -0.227
N: 1.4025 -1.2039 -1.0190  -0.656
C: 0.8815 -1.1859 -2.3778  -0.410
C: 0.3960 0.2213 0.7996  -0.041
N: -0.7327 0.9546 0.0733  -0.697
C: -1.4465 -0.2316 2.5520  -0.644
C: 0.0124 0.1073 2.2742  -0.437
H: -0.4775 -1.4898 -0.2142  0.177
H: 0.9219 -1.8364 0.8771  0.227
H: 2.2339 -1.7697 -0.8971  0.394
H: 1.3466 -1.9814 -2.9440  0.220
H: 1.1144 -0.2462 -2.8958  0.173
H: -0.2022 -1.3025 -2.3960  0.184
H: 1.2599 0.8418 0.6295  0.232
H: -0.4837 1.0109 -0.9221  0.471
H: -0.8225 1.9222 0.3778  0.441
H: -1.5771 0.3967 0.1649  0.434
H: -1.5267 -0.6117 3.5729  0.257
H: -1.7430 -1.1155 1.9788  0.210
H: -2.1336 0.5865 2.4015  0.210
H: 0.2967 1.0214 2.8073  0.226
H: 0.6958 -0.6040 2.7474  0.239
H: -0.5809 3.0906 -2.6869  0.505
H: 0.7423 2.2372 -2.7537  0.502
O: -0.0996 2.3696 -2.2691  -0.990


The following is a quantum chemistry calculation of C11H21CaF11GeN3O7S2SeTe as an isolated structure, from the Open Molecules 2025 dataset.

- net charge = -1
- HOMO (eV) = -4.876
- energy relative to the best compared isomer or geometry (same formula, charge and spin) (eV) = 4.6256
- frontier orbital gap (eV) = 6.438

Each line ends with the natural charge from an NBO analysis.
Geometry (Å):
Ca: 0.1954 0.9539 -0.4696  1.696
C: 2.4683 0.9344 3.6724  -0.686
C: 1.9467 0.7576 2.2751  0.238
N: 0.7290 0.4336 2.0200  -0.250
O: -0.0358 0.2433 3.1568  -0.592
C: 2.8742 0.9351 1.1295  0.025
C: 4.3309 1.2295 1.2981  -0.674
N: 2.3404 0.7875 -0.0458  -0.201
O: 3.0575 0.8744 -1.1123  -0.635
H: 1.6449 1.0356 4.3696  0.247
H: 3.1129 1.8142 3.7259  0.222
H: 3.0630 0.0608 3.9611  0.224
H: -0.9358 0.2451 2.7925  0.506
H: 4.7508 0.7409 2.1805  0.201
H: 4.5135 2.3081 1.3771  0.212
H: 4.8446 0.8796 0.4028  0.251
F: 2.2761 4.3867 -3.1687  -0.325
C: 2.4123 3.1925 -2.5541  0.766
F: 3.5729 2.7101 -2.9110  -0.283
F: 2.3290 3.4198 -1.2511  -0.308
S: 0.9526 2.2057 -3.2157  2.257
O: 0.6236 0.9703 -2.4904  -1.014
O: 1.3049 2.0607 -4.5899  -0.899
N: -0.1540 3.3123 -3.0207  -1.231
S: -0.9470 3.6889 -1.7296  2.199
O: -0.4149 2.9832 -0.4943  -1.025
O: -1.1009 5.0953 -1.5745  -0.887
C: -2.6599 3.2217 -2.5848  0.795
F: -3.7446 2.9861 -1.8597  -0.310
F: -2.8820 4.3299 -3.3037  -0.310
F: -2.4888 2.2068 -3.4196  -0.304
F: -3.6558 1.9944 1.9637  -0.630
Te: -2.5457 1.6825 0.4644  3.359
F: -2.8629 3.5094 0.3339  -0.591
F: -4.1354 0.7898 0.0607  -0.621
F: -1.2720 2.2092 1.7202  -0.615
F: -2.2201 0.0622 1.4450  -0.678
O: -1.8326 0.8553 -0.9601  -1.175
C: -2.6719 -3.1669 0.4667  -1.103
Ge: -0.8634 -3.8165 0.7739  1.628
C: -0.1097 -3.0228 2.3762  -1.098
C: -0.8973 -5.7717 0.9312  -1.092
C: 0.3817 -3.4922 -0.7098  -1.041
Se: 0.4968 -1.7030 -1.4749  0.296
C: -1.2027 -1.7804 -2.4295  -0.784
H: -3.3161 -3.5245 1.2745  0.230
H: -3.0742 -3.5247 -0.4847  0.224
H: -2.6896 -2.0738 0.4800  0.262
H: -0.7916 -3.1212 3.2239  0.230
H: 0.0582 -1.9619 2.1949  0.255
H: 0.8479 -3.4856 2.6324  0.223
H: -1.5271 -6.0935 1.7665  0.225
H: 0.1151 -6.1553 1.0938  0.223
H: -1.2898 -6.2185 0.0117  0.222
H: 0.1940 -4.1663 -1.5435  0.226
H: 1.3877 -3.6946 -0.3401  0.239
H: -2.0310 -1.7602 -1.7322  0.228
H: -1.2276 -2.6754 -3.0421  0.209
H: -1.2445 -0.8971 -3.0624  0.242


The following is a quantum chemistry calculation of one molecule with the formula C4H7NO2, from the Open Molecules 2025 dataset.

- SMILES = CCC(=O)NC=O
- HOMO (eV) = -10.478
- energy relative to the best compared isomer or geometry (same formula, charge and spin) (eV) = 0.9921
- frontier orbital gap (eV) = 10.839

Each line ends with the natural charge from an NBO analysis.
Geometry (Å):
C: 2.2073 0.3154 -0.0900  -0.635
C: 0.6552 0.4851 0.1933  -0.512
C: -0.1008 -0.8481 -0.0018  0.691
O: 0.4513 -1.8514 -0.4734  -0.564
N: -1.5092 -0.7468 -0.1062  -0.650
C: -2.3697 0.2522 0.2383  0.522
O: -3.6017 0.0479 0.1181  -0.574
H: 2.5220 1.0318 -0.8730  0.218
H: 2.8481 0.1875 0.7708  0.222
H: 2.1194 -0.6576 -0.6102  0.251
H: 0.4215 0.9571 1.2564  0.227
H: 0.2266 1.1921 -0.4992  0.232
H: -1.9742 -1.5527 -0.5358  0.429
H: -1.8957 1.1873 0.6126  0.141